Formula: C44H67GeN5OP3V
Source: the OMol25 dataset
Level of theory: ωB97M-V with the def2-TZVPD basis set

Last column: Mulliken charge in e.
Element x y z (Å)
V  -0.41624  -1.29719  -0.43180  0.4357
C  2.14928  -1.90182  2.99508  -1.8121
C  1.01793  -0.84818  3.07354  2.1660
C  0.77077  -0.40505  4.53387  -1.5368
P  -0.49371  -1.34252  2.06634  0.3072
C  -1.55658  0.17610  2.44937  -2.1663
N  -0.87198  1.29629  1.84250  0.6777
Ge  0.06683  1.07003  0.13778  0.8883
N  -0.62947  2.17208  -1.32673  0.9160
C  -1.48421  1.61137  -2.36446  -2.3743
P  -2.24048  0.02947  -1.63738  0.5511
C  -3.89953  0.77683  -1.08257  0.5215
C  -3.73714  1.99699  -0.15508  -1.3910
C  -4.85169  1.19357  -2.22161  -1.5548
C  -2.73089  -0.85259  -3.20677  0.3778
C  -1.46588  -1.32447  -3.93326  -1.4497
C  -3.69106  -2.02972  -2.95559  -1.5533
C  0.00652  3.40209  -1.56300  0.2064
C  0.04229  4.08604  -2.80189  -0.5584
C  0.72339  5.30700  -2.89091  -0.7952
C  1.38966  5.85485  -1.79810  -1.0816
C  1.39037  5.17815  -0.58270  -0.2761
C  0.67861  3.99520  -0.46135  -0.0610
N  0.54753  3.28397  0.80937  1.3463
C  -0.60348  3.66626  1.59154  -0.3136
C  -0.99829  4.98934  1.79469  -0.1735
C  -2.03022  5.25254  2.68333  -1.0183
C  -2.73875  4.21359  3.28806  -0.9658
C  -2.38782  2.88878  3.07092  -0.2395
C  -1.30170  2.58254  2.19771  0.1364
C  1.79752  3.16113  1.52453  -0.0885
C  2.19743  4.08542  2.48806  -0.3327
C  3.45959  3.96632  3.04016  -1.0218
C  4.30329  2.93269  2.65613  -0.8710
C  3.89959  1.97176  1.72929  -0.8200
C  2.59793  2.05837  1.14892  0.4986
N  2.02931  1.14932  0.26203  0.6216
C  2.80689  -0.01847  -0.11985  -2.4253
P  1.75700  -1.10374  -1.24436  0.8164
C  2.94263  -2.55119  -1.47119  0.5377
C  4.42650  -2.13258  -1.63636  -1.6805
C  2.84166  -3.57463  -0.32626  -1.1675
C  1.86487  -0.15108  -2.87783  2.2913
C  2.15256  -1.06953  -4.09451  -1.5903
C  2.80319  1.07236  -2.91612  -1.4824
C  -1.43665  -2.63900  3.04680  0.8409
C  -0.53832  -3.76425  3.60452  -1.6657
C  -2.39184  -2.16080  4.16001  -1.4411
H  3.11410  -1.39724  3.15467  0.4177
H  2.17930  -2.37384  2.00868  0.2847
H  2.03861  -2.68677  3.76631  0.3925
H  1.37241  0.05071  2.54565  -0.9551
H  0.30334  -1.18619  5.14814  0.2311
H  0.16385  0.52520  4.59734  0.2272
H  1.75371  -0.18505  4.98583  0.4825
H  -1.63384  0.33882  3.53892  1.1883
H  -2.58264  0.05625  2.03986  0.3850
H  -0.93574  1.34029  -3.28468  0.8501
H  -2.28156  2.32724  -2.65236  0.9546
H  -4.39711  -0.05240  -0.52511  0.5421
H  -3.29266  2.84754  -0.68630  0.2550
H  -3.11793  1.78329  0.72941  0.0412
H  -4.73300  2.31981  0.20116  0.5985
H  -4.39623  1.93127  -2.89296  0.2708
H  -5.74460  1.69033  -1.78422  0.4708
H  -5.22105  0.35215  -2.82714  0.4024
H  -3.22114  -0.10350  -3.85301  0.8938
H  -0.74547  -1.75970  -3.22241  0.0186
H  -0.99500  -0.50088  -4.48913  0.2910
H  -1.75289  -2.07343  -4.69121  0.5660
H  -3.12051  -2.87474  -2.51989  0.1146
H  -4.09510  -2.37151  -3.93173  0.5109
H  -4.52260  -1.77035  -2.28099  0.3384
H  -0.47106  3.65217  -3.68447  0.3842
H  0.73804  5.83668  -3.84898  0.4062
H  1.91959  6.80532  -1.89267  0.4460
H  1.93147  5.59685  0.28566  0.5020
H  -0.47787  5.81742  1.30200  0.5470
H  -2.29891  6.28953  2.90106  0.4209
H  -3.56650  4.46969  3.96930  0.4027
H  -2.96657  2.08622  3.55568  0.3908
H  1.53585  4.90691  2.76853  0.5531
H  3.79582  4.72121  3.75858  0.4200
H  5.30246  2.85820  3.12257  0.3884
H  4.57305  1.13972  1.48957  0.4303
H  3.05177  -0.61713  0.77151  0.9485
H  3.75360  0.28641  -0.59129  1.0329
H  2.62300  -3.04313  -2.40481  0.7664
H  4.90262  -1.86367  -0.67006  0.3237
H  4.56322  -1.29383  -2.33642  0.3420
H  4.97702  -2.99511  -2.04800  0.4314
H  3.54768  -3.29459  0.48831  0.4041
H  3.13751  -4.57926  -0.67845  0.3958
H  1.83340  -3.64090  0.11705  0.0983
H  0.83392  0.22449  -3.00211  -1.2507
H  3.20719  -1.40749  -4.08733  0.3570
H  1.99869  -0.48051  -5.02691  0.4494
H  1.47853  -1.93208  -4.13485  0.2719
H  3.86513  0.80110  -2.82932  0.2577
H  2.54094  1.77152  -2.10098  0.1772
H  2.66194  1.59293  -3.88108  0.4341
H  -2.07318  -3.09565  2.25860  0.2066
H  -0.04565  -3.45978  4.53619  0.3444
H  0.22267  -4.10851  2.89432  0.2504
H  -1.19684  -4.62635  3.84598  0.5178
H  -1.85766  -1.57566  4.94210  0.2514
H  -2.82260  -3.05379  4.65029  0.4856
H  -3.22503  -1.53499  3.79504  0.2723
O  -2.89065  -2.26974  0.16702  -0.7197
H  -3.16053  -3.04885  -0.32344  0.2873
H  -3.61068  -2.07729  0.78545  0.3030
C  0.20342  -6.39225  -1.35036  -0.7701
C  -0.24148  -5.82143  -0.16014  -0.6759
C  -0.53914  -4.45408  -0.11860  -0.5650
N  -0.37768  -3.60316  -1.16694  0.1959
C  0.02486  -4.18827  -2.32057  -0.0411
C  0.33312  -5.54436  -2.44982  -0.7722
H  0.42074  -7.46145  -1.41524  0.4393
H  -0.38403  -6.42114  0.74857  0.5250
H  -0.93448  -3.99060  0.79192  0.1037
H  0.16174  -3.54350  -3.18397  0.1218
H  0.69809  -5.91878  -3.40819  0.5064

2S+1: 3
Total charge: +2
<S²>: 2.0692
HOMO (alpha / beta): -11.69 / -11.62 eV
HOMO-LUMO gap (alpha / beta): 5.43 / 5.90 eV
Lowest unoccupied orbital energy (alpha / beta): -6.25 / -5.72 eV

***

Formula: C44H71Cl8NO16
Source: the OMol25 dataset
Level of theory: ωB97M-V with the def2-TZVPD basis set

Last column: Mulliken charge in e.
Element x y z (Å)
C  0.26001  -0.76600  1.21539  0.0406
C  -0.60420  0.01238  0.28950  1.0216
C  0.00806  0.29708  -1.05852  2.1242
C  1.13691  1.27908  -1.01417  -1.3199
N  1.89506  2.14245  -1.05284  -0.0606
H  1.16692  -0.19104  1.47651  -0.2096
H  0.59581  -1.71551  0.81299  -0.3155
H  -0.26637  -0.98460  2.16048  0.0927
H  -0.91778  0.94950  0.75605  0.6651
H  -1.47192  -0.65912  0.26497  -1.4107
H  -0.68969  0.77908  -1.73066  -0.8142
H  0.34278  -0.63050  -1.52849  0.0671
O  7.26495  3.88732  -2.89174  -0.6128
C  6.15993  3.69004  -3.35111  0.5019
O  5.71235  2.45072  -3.65847  -0.3742
C  4.46337  2.49605  -4.29831  0.2576
C  3.79233  3.78821  -3.85303  -0.1524
C  5.04386  4.70043  -3.59508  -0.4677
H  3.95770  1.59779  -3.98763  -0.3462
H  4.64148  2.39496  -5.37733  0.2839
H  3.22089  3.68860  -2.91801  -0.1827
H  3.13620  4.22248  -4.59027  0.4794
H  4.91582  5.35335  -2.74745  0.3343
H  5.30896  5.24661  -4.50017  0.2514
O  4.34165  -3.48844  3.74981  -0.6653
C  3.81425  -3.87937  2.69957  0.3734
O  2.81652  -3.19568  2.15574  0.1956
C  2.44363  -3.76318  0.85623  0.2495
C  3.04629  -5.19605  0.84089  -0.7439
C  4.17994  -5.07811  1.86992  -0.5216
H  2.84948  -3.17338  0.04342  0.3152
H  1.37443  -3.68567  0.71590  -0.3649
H  3.37202  -5.42195  -0.19209  0.4326
H  2.33284  -5.92538  1.13953  0.2505
H  5.18165  -4.90810  1.36610  0.1884
H  4.35350  -5.94623  2.54786  0.3450
O  -5.86470  -3.83175  0.51404  -0.6654
C  -5.28084  -2.78550  0.74754  0.5977
O  -4.15822  -2.81288  1.49671  -0.1482
C  -3.71148  -1.48556  1.73189  0.0288
C  -4.23448  -0.63243  0.60550  0.8405
C  -5.58605  -1.35257  0.34278  -0.8967
H  -2.62905  -1.50982  1.81327  -0.3706
H  -4.13024  -1.11053  2.67037  0.4238
H  -3.58586  -0.72438  -0.26948  -0.8573
H  -4.24732  0.42563  0.86030  0.6965
H  -6.00931  -1.35880  -0.65939  0.3373
H  -6.40839  -0.96568  0.98621  0.2967
O  -1.90375  -5.88551  0.92942  -0.7075
C  -1.55207  -5.30142  1.94864  0.5061
O  -0.46230  -4.46572  1.93696  -0.1256
C  -0.19536  -4.10788  3.33752  0.2516
C  -1.56194  -4.15025  4.04039  -0.5394
C  -2.34927  -5.24192  3.19190  -0.4281
H  0.36846  -3.18285  3.32782  -0.5201
H  0.44979  -4.87967  3.75358  0.3856
H  -2.03227  -3.18200  3.98987  0.0889
H  -1.51735  -4.37319  5.11215  0.5135
H  -3.34300  -4.92047  2.94275  0.1465
H  -2.29320  -6.19842  3.69583  0.3512
O  -0.10349  -2.63630  -1.59895  -0.4521
C  -1.18579  -2.99365  -1.98206  -0.0653
O  -1.52485  -3.12339  -3.27567  -0.3090
C  -2.86651  -3.55715  -3.31765  -1.0825
C  -3.58743  -3.19509  -2.05765  -0.1102
C  -2.42062  -3.28831  -1.10903  1.3631
H  -2.88440  -4.62590  -3.43081  0.3525
H  -3.28623  -3.11645  -4.23408  0.3681
H  -4.32134  -3.94369  -1.72715  0.6399
H  -4.04117  -2.20034  -2.15406  -0.1850
H  -2.34673  -4.31476  -0.76315  -0.0377
H  -2.36510  -2.64500  -0.24023  -0.6191
O  0.25815  -1.41409  5.98311  -0.6629
C  1.18125  -0.62921  5.73431  0.4290
O  1.16090  0.63582  6.17140  -0.3601
C  2.25626  1.36433  5.60143  -0.5623
C  2.73100  0.51968  4.41379  0.2952
C  2.37026  -0.90913  4.94001  0.6555
H  2.97995  1.43712  6.42939  0.2820
H  1.89062  2.39658  5.46384  0.2478
H  3.79265  0.62430  4.12218  0.4608
H  2.01703  0.70865  3.58115  -0.3885
H  3.07680  -1.38164  5.55806  0.4398
H  2.18251  -1.59939  4.13487  -0.7652
O  -2.88653  2.13225  -0.83384  -0.2260
C  -2.87466  3.35303  -0.78378  0.1955
O  -3.76943  4.02883  -0.04750  -0.3914
C  -3.62515  5.43661  -0.35589  -0.5847
C  -2.21557  5.65201  -0.85941  -0.4881
C  -1.86276  4.26574  -1.47261  0.5024
H  -3.92514  6.00826  0.51617  0.4056
H  -4.35888  5.69562  -1.12372  0.2516
H  -1.55957  5.95929  -0.02339  0.1293
H  -2.19373  6.50306  -1.54246  0.3697
H  -0.83212  3.91720  -1.31967  -0.0639
H  -2.05971  4.22010  -2.53903  -0.0952
O  -2.48440  -0.36192  -3.11564  0.0454
C  -2.74762  0.48655  -3.94279  -0.1601
O  -1.98456  1.60321  -3.99624  0.0878
C  -2.53096  2.56949  -4.91848  -0.5870
C  -3.37321  1.71830  -5.89868  -0.7163
C  -3.89888  0.54027  -5.01548  -0.7406
H  -1.65011  3.05951  -5.36175  0.3021
H  -3.13719  3.30621  -4.36653  0.3636
H  -2.79588  1.30163  -6.74579  0.2481
H  -4.09313  2.35749  -6.41843  0.4336
H  -4.04337  -0.47130  -5.44652  0.2517
H  -4.79204  0.75433  -4.41263  0.3787
Cl  -3.61335  3.14759  6.36423  -0.2226
C  -2.96926  2.24892  4.96418  -0.2168
C  -1.55923  1.83374  5.33533  -0.8213
Cl  -0.85690  0.96609  3.96066  0.0286
H  -3.06079  2.92628  4.10686  0.2191
H  -3.62737  1.42233  4.77066  0.1939
H  -1.52010  1.13055  6.15226  0.4176
H  -0.95955  2.74352  5.53977  0.3097
Cl  4.21140  5.49445  1.07497  -0.2301
C  3.07981  4.12358  1.23774  0.5857
C  1.76288  4.59994  1.78427  -0.6334
Cl  0.66747  3.24268  2.21182  -0.0318
H  3.60364  3.53960  1.99110  0.1283
H  2.94763  3.65369  0.25840  -0.3904
H  1.29267  5.19283  0.98954  0.2185
H  1.81624  5.22852  2.65822  0.4492
Cl  5.69632  -1.72577  0.70672  -0.1873
C  4.63562  -0.33317  0.27518  0.2947
C  5.03922  0.24742  -1.06444  -0.0042
Cl  4.77436  -0.92920  -2.39864  -0.1904
H  4.78003  0.42657  1.03228  0.3656
H  3.58554  -0.67442  0.35632  -0.4418
H  6.06882  0.60487  -1.13195  0.5020
H  4.41300  1.11622  -1.26788  -0.3282
Cl  -0.61208  -0.75204  -6.03710  -0.2091
C  0.36225  -0.74073  -4.53461  0.7287
C  1.56724  0.12097  -4.67690  0.2655
Cl  2.69002  -0.51177  -5.85731  -0.1921
H  0.49224  -1.77827  -4.20106  0.4532
H  -0.32668  -0.36569  -3.77700  -1.1001
H  2.08100  0.18374  -3.70634  -0.2417
H  1.32737  1.13403  -4.99830  0.3223

Total charge: 0
HOMO: -10.00 eV
HOMO-LUMO gap: 9.92 eV
Lowest unoccupied orbital energy: -0.08 eV

***

no.,E_tot (eV),largest force on an atom (eV/A)
1,-166272.459,4.02
2,-181212.066,3.94